{
  "formula": "C5H6O2",
  "method": "the ωB97M-V functional and the def2-TZVPD basis",
  "orbital_gap_ha": 0.375,
  "total_energy_ha": -344.49156,
  "lumo_energy_ev": 0.82,
  "elements": ["C", "C", "C", "C", "C", "H", "H", "H", "H", "H", "H", "O", "O"],
  "coordinates": [[0.774, -0.212, -0.630], [0.330, 1.087, 0.105], [0.292, -0.760, 0.705], [-1.256, -0.393, 0.701], [-1.156, 0.901, 0.293], [0.692, -1.214, -2.228], [1.856, -0.241, -0.634], [0.726, 2.068, -0.045], [0.630, -1.691, 1.193], [-2.029, -1.067, 0.990], [-1.924, 1.646, 0.118], [0.151, -0.560, -1.850], [0.915, 0.436, 1.282]],
  "forces_ev_per_angstrom": [[-0.6, 0.4, -0.7], [0.4, -0.5, 0.3], [-0.9, -0.5, 1.2], [2.3, 1.7, -0.5], [-0.9, -1.7, 0.5], [1.0, -1.4, -1.0], [0.3, -0.1, -0.5], [0.2, 0.5, -0.4], [-0.2, 0.4, -0.4], [-0.5, 0.0, 0.0], [0.1, -0.2, 0.0], [-0.5, 1.4, 1.4], [-0.8, -0.1, 0.2]],
  "lowdin_charge": [-0.265, -0.209, -0.204, 0.037, -0.009, 0.065, 0.151, 0.138, 0.148, 0.088, 0.103, 0.025, -0.068]
}


{
  "formula": "C5H7NO2",
  "method": "the ωB97M-V functional and the def2-TZVPD basis",
  "orbital_gap_ha": 0.383,
  "total_energy_ha": -399.83413,
  "lumo_energy_ev": 0.70,
  "elements": ["C", "C", "C", "C", "C", "H", "H", "H", "H", "H", "H", "H", "N", "O", "O"],
  "coordinates": [[0.683, 1.163, -0.147], [0.594, -1.034, -1.113], [-0.678, -0.854, -0.413], [-1.441, -1.494, 0.813], [-0.171, 0.083, 0.629], [1.228, -1.723, -0.524], [0.689, -1.413, -2.216], [-1.356, -0.265, -0.957], [-2.391, -1.695, 0.584], [-0.762, -2.195, 1.279], [-2.137, 0.398, 1.221], [0.730, -0.510, 0.972], [-1.273, -0.165, 1.501], [1.156, 2.306, -0.019], [1.217, 0.365, -1.166]],
  "forces_ev_per_angstrom": [[2.2, 1.8, 0.0], [2.2, -1.1, -3.3], [0.1, 0.5, 0.3], [4.6, 2.1, -0.5], [2.7, 0.7, -0.9], [0.1, 0.5, -0.2], [-0.6, 0.8, 2.0], [-1.3, 0.4, -1.2], [-3.6, -1.6, -0.4], [-0.6, -0.6, 0.3], [1.7, -0.7, 0.5], [-0.7, 0.7, 0.9], [-2.9, 1.1, 1.3], [-2.4, -3.6, 0.1], [-1.7, -1.2, 1.1]],
  "lowdin_charge": [-0.316, -0.108, -0.244, -0.060, -0.278, 0.127, 0.156, 0.137, 0.071, 0.122, 0.145, 0.169, 0.014, 0.080, -0.015]
}


{
  "formula": "C4H4N2",
  "method": "the ωB97M-V functional and the def2-TZVPD basis",
  "orbital_gap_ha": 0.402,
  "total_energy_ha": -264.24313,
  "lumo_energy_ev": 0.51,
  "elements": ["C", "C", "C", "N", "C", "N", "H", "H", "H", "H"],
  "coordinates": [[-0.432, -1.159, -0.037], [0.712, -0.593, 0.353], [1.994, -1.199, 0.120], [3.042, -1.660, -0.057], [-0.347, 2.316, -0.659], [-1.451, 2.310, -0.248], [-2.391, 2.391, 0.067], [-0.474, -2.132, -0.513], [-1.375, -0.651, 0.138], [0.722, 0.377, 0.837]],
  "forces_ev_per_angstrom": [[0.2, 0.1, 0.2], [-0.4, -0.2, -0.2], [1.0, -0.5, -0.1], [-1.1, 0.5, 0.2], [-1.4, 0.0, 0.5], [1.5, 0.1, -0.6], [-0.1, 0.0, 0.0], [0.1, 0.1, 0.0], [0.1, -0.1, 0.0], [0.1, -0.1, -0.1]],
  "lowdin_charge": [0.026, -0.197, -0.234, 0.141, -0.045, 0.047, 0.069, 0.072, 0.050, 0.071]
}


{
  "formula": "C7H8",
  "method": "the ωB97M-V functional and the def2-TZVPD basis",
  "orbital_gap_ha": [0.291, 0.291],
  "total_energy_ha": -271.26464,
  "lumo_energy_ev": [0.12, 0.12],
  "elements": ["C", "C", "C", "C", "C", "C", "C", "H", "H", "H", "H", "H", "H", "H", "H"],
  "coordinates": [[-0.125, 1.283, -0.827], [0.474, 0.046, -0.217], [-0.398, -1.199, -0.193], [-1.685, -1.004, 0.489], [-2.730, -0.817, 1.059], [1.729, 0.074, 0.371], [2.839, 0.638, 0.775], [-0.748, 1.018, -1.691], [-0.775, 1.801, -0.111], [0.664, 1.974, -1.137], [1.001, -0.241, 1.241], [-0.591, -1.478, -1.238], [0.143, -2.037, 0.261], [-3.652, -0.652, 1.571], [3.708, 0.651, 0.112]],
  "forces_ev_per_angstrom": [[0.0, 0.1, 0.0], [0.0, 0.0, 0.1], [0.1, -0.1, 0.0], [-0.4, 0.1, 0.2], [0.4, 0.0, -0.2], [0.2, 0.2, -0.2], [-0.2, -0.2, -0.1], [0.1, 0.0, 0.1], [0.1, -0.1, -0.1], [-0.1, -0.1, 0.1], [-0.1, 0.0, 0.2], [0.0, 0.0, 0.1], [-0.1, 0.2, 0.0], [0.2, 0.0, -0.1], [-0.1, 0.0, 0.0]],
  "lowdin_charge": [-0.034, -0.284, -0.188, -0.140, 0.117, -0.277, 0.064, 0.089, 0.095, 0.088, 0.184, 0.127, 0.126, 0.028, 0.005]
}


Here are the calculated M numbers, same order: 98.10, 113.12, 80.09, 92.14 (g/mol).